# 1
Formula: C3H2KO
Source: the OMol25 dataset
Level of theory: the ωB97M-V functional and the def2-TZVPD basis

The multiplicity is 2. As for the strongest force on any atom: 4.557 eV/Å. For the HOMO-LUMO gap (spin up / spin down), the calculation gives 7.61 / 7.45 eV. As for the highest occupied orbital energy (spin up / spin down): -8.1 / -8.6 eV. As for the calculated total energy: -790.4035 Eh.

Last column: Mulliken charge in e.
Positions of all 7 atoms, in Å:
1 C 0.779 0.250 -0.524  -0.471
2 C -0.125 1.169 -0.067  0.564
3 C -1.055 1.746 0.577  -0.894
4 H 1.732 0.101 -0.009  0.238
5 H 0.851 -1.039 -1.095  0.352
6 O -0.097 -1.393 -0.113  -0.713
7 K -2.086 -0.834 1.231  0.924

Force components x, y, z for each atom (eV/Å):
C -0.987 -2.880 1.797
C -0.499 0.313 -0.030
C 0.774 -0.367 -0.676
H 0.030 0.568 -0.230
H -2.791 0.385 1.880
O 3.327 1.703 -2.606
K 0.145 0.279 -0.136



# 2
Formula: C3H2LaO2
Source: the OMol25 dataset
Level of theory: the ωB97M-V functional and the def2-TZVPD basis

The multiplicity is 2. As for the strongest force on any atom: 5.151 eV/Å. As for the energy relative to the best compared isomer or geometry (same formula, charge and spin): 121.6 kJ/mol. For the HOMO-LUMO gap (spin up / spin down), the calculation gives 4.42 / 8.55 eV. As for the highest occupied orbital energy (spin up / spin down): -15.7 / -19.6 eV. As for the net charge: +2. As for the calculated total energy: -296.7303 Eh.

Last column: Mulliken charge in e.
Positions of all 8 atoms, in Å:
1 O -1.425 -0.360 -1.275  -0.729
2 C -0.831 -0.536 -0.139  0.722
3 C 1.637 -0.029 0.441  -0.548
4 O -1.293 -1.039 0.866  -0.349
5 C 0.478 0.186 -0.151  0.435
6 La -2.761 1.733 -1.323  1.801
7 H 2.541 0.502 0.131  0.329
8 H 1.653 -0.459 1.450  0.338

Force components x, y, z for each atom (eV/Å):
O -1.093 1.532 -0.163
C -2.324 0.083 -0.595
C -0.841 2.232 -1.583
O 1.959 1.089 -1.288
C 1.674 -2.747 4.023
La 0.640 -1.526 -0.153
H 0.269 -0.545 -0.208
H -0.284 -0.117 -0.033